This record from OMol25 describes C53H48FN7O3PtS3 as an isolated structure at a distorted geometry. The level of theory is ωB97M-V/def2-TZVPD.

ORCA input file:
```
! RIJCOSX wB97M-V def2-TZVPD def2/J DEFGRID3
* xyz 2 1
Pt -1.56 -0.96 0.47
F 0.02 6.13 -1.46
C -1.08 5.56 -0.91
C -1.04 4.23 -0.60
C -2.16 3.60 -0.07
C -2.12 2.15 0.21
O -1.08 1.50 0.12
C -3.39 1.58 0.62
C -4.44 2.38 0.88
N -4.43 3.74 0.72
C -5.57 4.52 1.15
C -6.21 4.20 2.46
C -5.39 5.44 2.32
C -3.32 4.36 0.17
C -3.32 5.72 -0.14
C -2.22 6.34 -0.69
N -2.30 7.74 -0.98
C -3.39 8.23 -1.81
C -3.91 9.53 -1.18
N -2.78 10.13 -0.39
C -1.49 10.02 -1.14
C -1.09 8.53 -1.19
C -3.51 0.07 0.79
O -3.49 -0.63 -0.31
O -3.60 -0.39 1.93
H -0.15 3.65 -0.79
H -5.37 1.97 1.23
H -6.22 4.83 0.34
H -5.80 3.38 3.05
H -7.28 4.30 2.52
H -4.41 5.45 2.78
H -5.89 6.40 2.31
H -4.22 6.30 0.06
H -4.19 7.50 -1.86
H -3.05 8.41 -2.84
H -4.74 9.36 -0.50
H -4.22 10.25 -1.94
H -2.68 9.59 0.46
H -2.99 11.10 -0.14
H -0.73 10.62 -0.65
H -1.66 10.43 -2.14
H -0.39 8.31 -0.39
H -0.59 8.34 -2.14
N -0.11 -1.39 1.76
S 1.22 -1.91 1.96
N 1.66 -3.36 1.31
S 2.28 -3.64 -0.06
N 1.76 -2.97 -1.34
S 0.17 -2.65 -1.64
N -0.36 -1.38 -1.15
C -0.66 -4.21 -1.25
C -1.42 -4.31 -0.09
C -2.00 -5.53 0.22
C -1.83 -6.62 -0.61
C -1.08 -6.50 -1.78
C -0.48 -5.30 -2.10
C 0.24 -2.68 -3.41
C 1.34 -3.12 -4.12
C 1.28 -3.13 -5.51
C 0.13 -2.70 -6.15
C -0.97 -2.25 -5.42
C -0.92 -2.23 -4.04
C 2.23 -5.40 -0.17
C 1.60 -6.16 0.81
C 1.55 -7.54 0.64
C 2.12 -8.13 -0.47
C 2.75 -7.35 -1.44
C 2.81 -5.97 -1.30
C 4.02 -3.30 -0.11
C 4.55 -2.44 -1.07
C 5.92 -2.21 -1.05
C 6.72 -2.82 -0.10
C 6.17 -3.67 0.85
C 4.81 -3.91 0.86
C 2.53 -0.79 1.50
C 3.75 -0.75 2.15
C 4.71 0.15 1.72
C 4.43 0.99 0.64
C 3.20 0.94 0.00
C 2.23 0.05 0.43
C 1.49 -2.30 3.66
C 2.35 -3.30 4.07
C 2.53 -3.52 5.43
C 1.85 -2.74 6.35
C 0.97 -1.75 5.93
C 0.78 -1.52 4.57
H -1.57 -3.44 0.54
H -2.59 -5.62 1.12
H -2.30 -7.56 -0.37
H -0.97 -7.35 -2.44
H 0.10 -5.20 -3.01
H 2.23 -3.44 -3.60
H 2.13 -3.48 -6.08
H 0.08 -2.72 -7.24
H -1.86 -1.92 -5.93
H -1.75 -1.87 -3.45
H 1.15 -5.67 1.66
H 1.06 -8.15 1.39
H 2.08 -9.20 -0.59
H 3.20 -7.82 -2.31
H 3.30 -5.35 -2.04
H 3.90 -1.98 -1.80
H 6.36 -1.55 -1.79
H 7.79 -2.64 -0.10
H 6.80 -4.15 1.59
H 4.36 -4.58 1.59
H 3.95 -1.39 3.00
H 5.67 0.20 2.21
H 5.19 1.70 0.31
H 3.00 1.60 -0.83
H 1.25 0.00 -0.04
H 2.86 -3.91 3.33
H 3.20 -4.30 5.77
H 2.01 -2.90 7.41
H 0.42 -1.16 6.65
H 0.10 -0.76 4.21
*
```

Summary:
E: -110761.62604 eV

Atomic partial charges in e from the Mulliken method, atoms 1 to 99:
1. Pt 1.8768
2. F -0.3480
3. C 0.4284
4. C -0.7059
5. C 0.4442
6. C 1.3061
7. O -0.8198
8. C -0.0197
9. C -0.4233
10. N 0.1418
11. C -0.4044
12. C -0.9548
13. C -0.4088
14. C -0.3005
15. C -0.5125
16. C -0.9570
17. N 0.2302
18. C -0.6706
19. C -0.7603
20. N -0.1422
21. C -0.7189
22. C -0.7414
23. C 0.3696
24. O -0.7456
25. O -0.6063
26. H 0.6945
27. H 0.6688
28. H 0.4619
29. H 0.3589
30. H 0.2584
31. H 0.2377
32. H 0.2907
33. H 0.7261
34. H 0.4826
35. H 0.3315
36. H 0.4276
37. H 0.3772
38. H 0.3761
39. H 0.3350
40. H 0.3771
41. H 0.3558
42. H 0.5182
43. H 0.4285
44. N -1.0408
45. S 1.5899
46. N 0.0393
47. S 1.0386
48. N 0.0432
49. S 1.1470
50. N -0.9438
51. C 0.7521
52. C -0.4149
53. C -0.9649
54. C -0.6633
55. C -0.7825
56. C -0.3242
57. C 0.1105
58. C -0.0538
59. C -0.8089
60. C -0.5398
61. C -0.7262
62. C -0.5451
63. C 0.6549
64. C -0.1151
65. C -0.8544
66. C -0.6321
67. C -0.6847
68. C -0.9434
69. C 0.6608
70. C -0.0658
71. C -0.8871
72. C -0.6230
73. C -0.7709
74. C -0.8576
75. C 0.5700
76. C -0.3070
77. C -0.7783
78. C -0.7236
79. C -0.7162
80. C -0.2366
81. C 0.1071
82. C -0.0528
83. C -0.7752
84. C -0.5904
85. C -0.7460
86. C -0.6535
87. H 0.4665
88. H 0.4997
89. H 0.4270
90. H 0.4862
91. H 0.4454
92. H 0.2433
93. H 0.4617
94. H 0.4067
95. H 0.4373
96. H 0.5752
97. H 0.5315
98. H 0.4942
99. H 0.4414



This record from OMol25 describes C53H48MnN5P2S as an isolated structure at a distorted geometry. The level of theory is ωB97M-V/def2-TZVPD.

ORCA input file:
```
! RIJCOSX wB97M-V def2-TZVPD def2/J DEFGRID3
* xyz 1 2
Mn -0.32 0.32 -0.16
C -0.88 0.76 3.09
C -2.16 1.18 2.37
C -1.83 1.62 0.98
C -4.13 1.62 -0.38
C -4.67 2.16 -1.49
C -3.88 2.64 -2.59
C -2.56 2.69 -2.42
N -1.92 2.12 -1.35
N -0.11 -0.19 2.28
C -0.68 -1.53 2.43
C -0.14 -2.47 1.38
C -0.22 -3.84 1.54
C 0.42 -4.66 0.63
C 1.14 -4.07 -0.40
C 1.12 -2.70 -0.51
N 0.46 -1.90 0.34
C 1.32 -0.18 2.58
C 2.16 0.59 1.58
C 3.42 1.02 1.96
C 4.23 1.67 1.05
C 3.75 1.88 -0.23
C 2.47 1.44 -0.53
N 1.69 0.79 0.34
H -1.11 0.34 4.08
H -0.25 1.64 3.26
H -2.63 1.97 2.96
H -2.86 0.34 2.36
H -4.70 1.67 1.71
H -5.75 2.29 -1.53
H -4.34 3.07 -3.47
H -1.91 3.21 -3.12
H -1.76 -1.46 2.36
H -0.45 -1.95 3.42
H -0.74 -4.26 2.40
H 0.37 -5.74 0.73
H 1.69 -4.66 -1.12
H 1.67 -2.20 -1.30
H 1.70 -1.21 2.58
H 1.51 0.22 3.58
H 3.76 0.84 2.98
H 5.22 2.01 1.34
H 4.33 2.40 -0.98
H 2.04 1.62 -1.50
S 0.37 3.49 1.38
C 0.89 4.15 -0.15
C 0.22 3.64 -1.19
C -0.70 2.61 -0.77
C -0.76 2.44 0.61
C -2.66 1.34 -0.30
C -5.02 1.22 0.76
C -5.15 -0.26 0.94
C -4.32 -1.21 0.51
C -3.00 -1.09 -0.15
N -2.30 -0.10 -0.52
H 1.69 4.88 -0.17
H 0.38 3.96 -2.21
H -6.02 1.61 0.57
H -6.02 -0.59 1.50
H -4.58 -2.23 0.74
H -2.51 -2.05 -0.32
C 0.15 1.11 -3.89
P 0.06 -0.37 -2.77
C -1.45 -1.32 -3.16
C -1.45 -2.70 -2.95
C -2.62 -3.44 -3.07
C -3.81 -2.80 -3.39
C -3.83 -1.43 -3.59
C -2.65 -0.69 -3.46
C 1.40 -1.36 -3.58
C 1.19 -2.38 -4.51
C 2.26 -3.04 -5.09
C 3.56 -2.68 -4.78
C 3.79 -1.65 -3.87
C 2.71 -1.01 -3.28
P -0.84 1.22 -5.44
C -0.12 2.75 -6.16
C -0.31 2.96 -7.53
C 0.11 4.13 -8.14
C 0.73 5.13 -7.39
C 0.91 4.94 -6.03
C 0.49 3.76 -5.42
C -0.02 -0.06 -6.45
C -0.78 -1.14 -6.89
C -0.21 -2.13 -7.68
C 1.13 -2.05 -8.04
C 1.90 -0.97 -7.61
C 1.33 0.01 -6.82
H 1.22 1.17 -4.14
H -0.09 1.98 -3.28
H -0.54 -3.22 -2.69
H -2.60 -4.51 -2.91
H -4.73 -3.38 -3.50
H -4.75 -0.92 -3.82
H -2.70 0.38 -3.57
H 0.18 -2.66 -4.80
H 2.07 -3.82 -5.82
H 4.40 -3.19 -5.24
H 4.80 -1.36 -3.62
H 2.91 -0.22 -2.56
H -0.78 2.19 -8.13
H -0.04 4.27 -9.20
H 1.05 6.04 -7.86
H 1.40 5.70 -5.44
H 0.68 3.63 -4.36
H -1.83 -1.19 -6.61
H -0.82 -2.97 -8.02
H 1.57 -2.82 -8.66
H 2.94 -0.91 -7.89
H 1.93 0.86 -6.50
*
```

Summary:
Expectation value of S²: 1.027
Energy relative to the best compared isomer or geometry (same formula, charge and spin): 2.114 eV
E: -123916.70845 eV

Atomic partial charges in e from the Mulliken method, atoms 1 to 99:
1. Mn 1.7586
2. C -1.9617
3. C -0.9187
4. C 0.4062
5. C 0.5754
6. C -0.8319
7. C -1.3894
8. C -0.2507
9. N 0.7609
10. N 1.2983
11. C -1.5798
12. C 0.5288
13. C -1.1567
14. C -0.8663
15. C -0.8844
16. C -1.0302
17. N 0.7233
18. C -2.0734
19. C 1.2336
20. C -1.1435
21. C -0.8081
22. C -1.4940
23. C -0.7031
24. N 0.9966
25. H 0.4692
26. H 0.7449
27. H 0.5267
28. H 0.3664
29. H 0.2752
30. H 0.4274
31. H 0.4857
32. H 0.5955
33. H 0.5465
34. H 0.5840
35. H 0.5729
36. H 0.4607
37. H 0.5732
38. H 1.0107
39. H 0.3911
40. H 0.6765
41. H 0.5460
42. H 0.4631
43. H 0.5569
44. H 0.9869
45. S -0.3059
46. C -0.6869
47. C -1.2707
48. C 0.8352
49. C -0.1058
50. C -0.0618
51. C -1.6394
52. C -0.4925
53. C -1.0858
54. C -0.7749
55. N 1.6528
56. H 0.5583
57. H 0.3462
58. H 0.5916
59. H 0.3898
60. H 0.4390
61. H 0.4406
62. C 0.2737
63. P 0.6943
64. C 0.7800
65. C -0.4735
66. C -1.0282
67. C -0.9388
68. C -0.9202
69. C -0.5266
70. C 1.5928
71. C -0.5943
72. C -1.1347
73. C -0.9870
74. C -0.6625
75. C -0.6831
76. P 0.1662
77. C 0.5204
78. C -0.4573
79. C -0.6145
80. C -0.6091
81. C -0.6295
82. C -0.0900
83. C 0.3138
84. C -0.4461
85. C -0.6789
86. C -0.5263
87. C -0.7659
88. C -0.2163
89. H 1.4454
90. H -1.4520
91. H 0.4856
92. H 0.4553
93. H 0.4459
94. H 0.4697
95. H 0.1894
96. H 0.6740
97. H 0.5018
98. H 0.4107
99. H 0.4789



This record from OMol25 describes C53H51AuNO2S3Sb2 as an isolated structure. The level of theory is ωB97M-V/def2-TZVPD.

ORCA input file:
```
! RIJCOSX wB97M-V def2-TZVPD def2/J DEFGRID3
* xyz 3 3
Au -1.29 -0.17 0.34
C -4.45 -1.15 -7.51
C -3.54 -1.04 -6.32
C -2.55 -1.99 -6.08
C -1.75 -1.92 -4.96
C -1.93 -0.88 -4.06
C -2.92 0.08 -4.27
C -3.71 0.00 -5.40
S -0.97 -0.85 -2.55
O -0.41 -2.21 -2.39
C 0.36 0.27 -3.04
C -0.03 1.61 -3.18
C 0.86 2.54 -3.62
C 2.19 2.18 -3.92
C 3.12 3.14 -4.38
C 4.42 2.80 -4.61
C 4.86 1.49 -4.37
C 3.98 0.53 -3.94
C 2.61 0.83 -3.73
C 1.66 -0.15 -3.28
C 2.15 -1.52 -3.08
C 2.57 -2.31 -4.19
C 2.26 -1.93 -5.51
C 2.62 -2.74 -6.58
C 3.32 -3.93 -6.37
C 3.64 -4.32 -5.08
C 3.27 -3.52 -3.97
C 3.57 -3.91 -2.66
C 3.10 -3.18 -1.57
C 2.37 -2.03 -1.78
S 1.46 -1.22 -0.41
O 2.34 -0.22 0.29
C 1.41 -2.66 0.66
C 2.19 -2.70 1.81
C 2.15 -3.83 2.61
C 1.35 -4.93 2.27
C 1.34 -6.16 3.12
C 0.59 -4.86 1.10
C 0.61 -3.73 0.30
H -3.93 -1.60 -8.36
H -4.85 -0.18 -7.81
H -5.30 -1.80 -7.27
H -2.41 -2.80 -6.79
H -1.00 -2.68 -4.75
H -3.06 0.88 -3.55
H -4.48 0.74 -5.57
H -1.05 1.88 -2.96
H 0.56 3.57 -3.75
H 2.78 4.16 -4.54
H 5.12 3.55 -4.97
H 5.90 1.24 -4.52
H 4.35 -0.47 -3.76
H 1.71 -1.02 -5.68
H 2.37 -2.44 -7.59
H 3.61 -4.54 -7.21
H 4.18 -5.24 -4.90
H 4.15 -4.81 -2.49
H 3.31 -3.52 -0.57
H 2.86 -1.88 2.04
H 2.76 -3.87 3.50
H 1.52 -5.93 4.17
H 2.13 -6.84 2.80
H 0.40 -6.70 3.03
H -0.03 -5.71 0.82
H 0.02 -3.69 -0.61
C 2.87 0.68 3.41
Sb 1.07 0.74 2.23
C 1.43 2.70 1.45
C -0.59 1.11 3.89
C -0.89 2.51 3.94
C -0.05 3.35 4.71
C -0.29 4.70 4.83
C -1.37 5.26 4.17
C -2.21 4.46 3.40
C -2.00 3.09 3.26
C -2.97 2.31 2.45
Sb -2.45 2.20 0.34
C -2.24 4.29 -0.09
C -4.41 1.84 -0.42
H 2.96 1.63 3.94
H 3.72 0.56 2.73
H 2.84 -0.14 4.12
H 1.52 3.40 2.28
H 0.64 3.02 0.78
H 2.37 2.65 0.91
H -0.01 0.74 4.74
H -1.38 0.43 3.60
H 0.78 2.90 5.24
H 0.35 5.31 5.45
H -1.57 6.32 4.26
H -3.07 4.91 2.92
H -3.95 2.78 2.47
H -3.08 1.28 2.77
H -3.24 4.72 0.01
H -1.88 4.43 -1.10
H -1.56 4.75 0.62
H -5.04 2.70 -0.20
H -4.82 0.96 0.06
H -4.38 1.68 -1.50
S -2.57 -3.76 3.16
C -1.63 -2.48 2.54
N -2.01 -1.99 1.40
C -3.13 -2.65 0.91
C -3.80 -2.37 -0.28
C -4.90 -3.13 -0.61
C -5.35 -4.15 0.23
C -4.70 -4.43 1.42
C -3.59 -3.67 1.75
H -0.76 -2.11 3.07
H -3.43 -1.58 -0.93
H -5.44 -2.93 -1.53
H -6.22 -4.72 -0.05
H -5.06 -5.22 2.07
*
```

Summary:
Expectation value of S²: 2.054
E: -110621.40906 eV

Atomic partial charges in e from the Mulliken method, atoms 1 to 99:
1. Au 3.7012
2. C -1.5397
3. C 0.9028
4. C -0.9874
5. C -0.3760
6. C 0.1196
7. C -0.3973
8. C -0.9278
9. S 0.9202
10. O -0.6509
11. C 1.8309
12. C -1.1067
13. C -1.2260
14. C 0.6859
15. C -1.1528
16. C -0.7378
17. C -1.0540
18. C -0.8158
19. C 1.2870
20. C -1.0133
21. C 1.1884
22. C 0.2866
23. C -0.7560
24. C -0.9563
25. C -0.6810
26. C -0.9522
27. C 0.7796
28. C -1.2146
29. C -0.6109
30. C -0.2657
31. S 1.1339
32. O -1.3463
33. C 0.8753
34. C -0.6420
35. C -1.0829
36. C 0.7829
37. C -1.7465
38. C -0.8626
39. C -0.2990
40. H 0.4059
41. H 0.3981
42. H 0.2922
43. H 0.4338
44. H 0.6210
45. H 0.0590
46. H 0.4294
47. H 0.3046
48. H 0.5040
49. H 0.5020
50. H 0.4387
51. H 0.4766
52. H 0.4978
53. H 0.6530
54. H 0.5065
55. H 0.4650
56. H 0.5340
57. H 0.4970
58. H 0.7476
59. H 0.8463
60. H 0.5087
61. H 0.4270
62. H 0.3077
63. H 0.4110
64. H 0.4833
65. H 0.5671
66. C -1.4279
67. Sb 0.5864
68. C -1.0073
69. C -1.5518
70. C 0.9452
71. C -0.5001
72. C -0.7668
73. C -0.6350
74. C -0.6140
75. C 0.6967
76. C -1.6141
77. Sb -0.0148
78. C -1.3830
79. C -1.2802
80. H 0.4940
81. H 0.4154
82. H 0.4479
83. H 0.4183
84. H 0.1366
85. H 0.4909
86. H 0.8048
87. H 0.1617
88. H 0.4206
89. H 0.4533
90. H 0.4427
91. H 0.4811
92. H 0.7408
93. H 0.6510
94. H 0.4799
95. H 0.4441
96. H 0.3986
97. H 0.4967
98. H 0.4142
99. H 0.3649



This record from OMol25 describes C53H51N9P3S2Sn as an isolated structure. The level of theory is ωB97M-V/def2-TZVPD.

ORCA input file:
```
! RIJCOSX wB97M-V def2-TZVPD def2/J DEFGRID3
* xyz 1 1
Sn -0.33 -0.10 0.44
C -1.34 3.92 -1.96
C -1.39 2.56 -1.34
N -0.36 1.99 -0.83
N 0.83 2.64 -1.04
C 1.86 2.23 -0.35
N 3.05 2.78 -0.65
S 1.86 1.11 0.99
C -2.68 1.81 -1.40
C -3.82 2.43 -1.90
C -4.98 1.68 -2.07
C -4.96 0.34 -1.74
C -3.79 -0.19 -1.22
N -2.68 0.52 -1.04
H -0.31 4.26 -2.03
H -1.78 3.92 -2.96
H -1.90 4.63 -1.35
H 3.10 3.49 -1.36
H 3.86 2.58 -0.09
H -3.81 3.48 -2.15
H -5.87 2.15 -2.46
H -5.83 -0.29 -1.87
H -3.74 -1.23 -0.95
N 1.12 -1.38 -3.24
P -0.50 -0.70 -3.06
C -0.75 -0.27 -4.82
C -1.42 0.91 -5.12
C -1.65 1.27 -6.44
C -1.20 0.46 -7.47
C -0.52 -0.72 -7.17
C -0.30 -1.09 -5.86
C -1.54 -2.21 -2.89
C -1.38 -3.03 -1.77
C -2.25 -4.09 -1.54
C -3.30 -4.33 -2.41
C -3.48 -3.51 -3.51
C -2.61 -2.46 -3.75
P 1.96 -1.84 -1.80
C 3.67 -1.39 -2.24
C 4.22 -1.71 -3.49
C 5.53 -1.38 -3.78
C 6.32 -0.75 -2.82
C 5.79 -0.44 -1.58
C 4.47 -0.75 -1.29
C 2.07 -3.66 -2.01
C 2.84 -4.38 -1.08
C 2.88 -5.76 -1.12
C 2.16 -6.46 -2.08
C 1.42 -5.76 -3.02
C 1.37 -4.37 -2.98
H 1.68 -0.71 -3.77
H -1.77 1.54 -4.31
H -2.17 2.19 -6.66
H -1.37 0.74 -8.50
H -0.17 -1.36 -7.98
H 0.23 -2.01 -5.63
H -0.58 -2.85 -1.07
H -2.09 -4.73 -0.68
H -3.98 -5.16 -2.23
H -4.31 -3.69 -4.19
H -2.76 -1.82 -4.62
H 3.61 -2.23 -4.22
H 5.95 -1.63 -4.75
H 7.35 -0.51 -3.05
H 6.41 0.06 -0.84
H 4.04 -0.47 -0.33
H 3.44 -3.84 -0.36
H 3.49 -6.30 -0.40
H 2.19 -7.54 -2.10
H 0.86 -6.29 -3.78
H 0.77 -3.83 -3.71
C 3.60 -4.34 2.56
C 2.74 -3.42 3.35
N 2.70 -3.31 4.63
N 1.78 -2.32 4.86
C 1.25 -1.79 3.75
S 0.14 -0.55 3.62
N 1.86 -2.52 2.77
N 1.62 -2.29 1.42
H 4.23 -4.89 3.25
H 4.22 -3.78 1.87
H 2.99 -5.05 1.99
H 1.59 -2.02 5.80
H 1.47 -3.17 0.93
H 2.39 -1.79 0.99
C -1.10 4.28 5.17
C -0.23 3.74 4.24
C -0.67 2.73 3.38
C -1.98 2.27 3.46
C -2.85 2.83 4.40
C -2.41 3.82 5.25
P -2.54 1.09 2.17
C -3.16 -0.42 2.99
C -3.21 -1.58 2.21
C -3.60 -2.79 2.75
C -3.93 -2.87 4.10
C -3.89 -1.72 4.88
C -3.50 -0.51 4.33
C -4.09 1.94 1.66
C -3.99 3.26 1.21
C -5.12 3.97 0.85
C -6.37 3.36 0.91
C -6.48 2.05 1.34
C -5.34 1.34 1.71
H -0.76 5.07 5.83
H 0.79 4.09 4.17
H 0.01 2.30 2.66
H -3.89 2.51 4.44
H -3.09 4.25 5.98
H -2.94 -1.53 1.16
H -3.63 -3.68 2.13
H -4.21 -3.81 4.54
H -4.15 -1.77 5.93
H -3.45 0.37 4.97
H -3.02 3.74 1.19
H -5.03 5.00 0.51
H -7.26 3.92 0.62
H -7.45 1.58 1.40
H -5.44 0.32 2.06
*
```

Summary:
Energy relative to the best compared isomer or geometry (same formula, charge and spin): 0.678 eV
E: -124565.30180 eV

Atomic partial charges in e from the Mulliken method, atoms 1 to 99:
1. Sn 0.5537
2. C -1.8426
3. C -0.4984
4. N 2.0780
5. N -1.3653
6. C 0.4067
7. N -0.3773
8. S -0.7036
9. C 0.8893
10. C -0.8216
11. C -1.1398
12. C -1.2827
13. C -0.7184
14. N 1.7961
15. H 0.4984
16. H 0.3561
17. H 0.3003
18. H 0.2171
19. H 0.2220
20. H 0.6005
21. H 0.4538
22. H 0.5687
23. H 0.1569
24. N -0.0261
25. P 1.1741
26. C -0.7287
27. C -0.2614
28. C -0.7445
29. C -0.5542
30. C -0.7969
31. C 0.1314
32. C 0.8868
33. C 0.6518
34. C -0.9515
35. C -0.7362
36. C -0.8101
37. C -0.5547
38. P 0.7427
39. C 0.0388
40. C -0.2633
41. C -0.8008
42. C -0.5064
43. C -0.8011
44. C 0.0599
45. C 0.2759
46. C -0.6911
47. C -0.7123
48. C -0.7189
49. C -0.5897
50. C -0.1202
51. H 0.3702
52. H 0.3507
53. H 0.4494
54. H 0.3903
55. H 0.4441
56. H 0.3253
57. H -0.3888
58. H 0.5471
59. H 0.4361
60. H 0.4473
61. H 0.4450
62. H 0.3651
63. H 0.4165
64. H 0.3916
65. H 0.4507
66. H 0.2637
67. H 0.6464
68. H 0.4644
69. H 0.4090
70. H 0.4608
71. H 0.1467
72. C -0.9861
73. C 0.8788
74. N -0.8679
75. N 0.2802
76. C -0.2332
77. S -0.0967
78. N 0.1188
79. N 0.1086
80. H 0.3972
81. H 0.2334
82. H 0.1871
83. H 0.1786
84. H 0.1384
85. H 0.0300
86. C -0.5706
87. C -0.8023
88. C -0.1775
89. C 0.4288
90. C -0.4965
91. C -0.8862
92. P 1.2009
93. C 0.7983
94. C 0.4221
95. C -0.9066
96. C -0.7220
97. C -0.7227
98. C -0.7117
99. C 0.3011